1.
A molecular structure, C23H45As4IN2OTi, computed with wB97M-V/def2-TZVPD.

ORCA input file:
```
! RIJCOSX wB97M-V def2-TZVPD def2/J DEFGRID3
* xyz 4 1
Ti 1.558 -0.516 0.234
C 2.987 -2.187 -1.075
C 1.917 -2.894 -0.515
C 1.789 -2.987 0.875
C 2.769 -2.424 1.702
C 3.845 -1.739 1.143
C 3.942 -1.597 -0.243
H 3.087 -2.126 -2.151
H 1.199 -3.392 -1.152
H 0.970 -3.550 1.304
H 2.689 -2.534 2.776
H 4.616 -1.320 1.777
H 4.788 -1.072 -0.671
C -1.397 1.169 1.735
As -0.821 -0.644 1.362
C -0.555 -1.426 3.114
C -2.337 -1.663 0.689
C -2.851 -1.448 -0.748
C -4.027 -2.426 -0.920
C -1.784 -1.857 -1.767
As -0.154 -0.799 -1.941
C -0.562 0.876 -2.822
C 0.695 -1.726 -3.425
C -3.330 -0.009 -0.981
As -4.145 0.384 -2.783
C -4.135 2.326 -2.500
C -6.027 0.095 -2.345
H -2.110 1.103 2.560
H -1.904 1.587 0.872
H -0.560 1.793 2.029
H -1.495 -1.339 3.660
H 0.226 -0.904 3.663
H -0.309 -2.483 3.027
H -3.128 -1.409 1.403
H -2.075 -2.710 0.868
H -3.732 -3.453 -0.697
H -4.397 -2.402 -1.946
H -4.851 -2.154 -0.260
H -2.207 -1.800 -2.776
H -1.462 -2.891 -1.610
H -1.339 0.651 -3.556
H 0.332 1.231 -3.331
H -0.940 1.635 -2.144
H 0.007 -1.594 -4.263
H 0.800 -2.794 -3.243
H 1.646 -1.278 -3.705
H -2.484 0.684 -0.907
H -4.041 0.270 -0.197
H -3.120 2.726 -2.554
H -4.591 2.602 -1.549
H -4.706 2.791 -3.303
H -6.289 -0.959 -2.398
H -6.615 0.616 -3.101
H -6.283 0.497 -1.366
I 1.295 5.250 -1.561
C 1.962 3.309 -1.460
C 3.083 2.758 -2.072
N 3.132 1.461 -1.745
N 2.090 1.108 -0.957
C 1.381 2.241 -0.788
H 3.828 3.203 -2.715
H 3.798 0.781 -2.079
H 0.480 2.242 -0.191
C 4.012 2.487 2.287
As 2.651 1.412 3.073
C 3.360 0.163 4.326
C 1.313 2.492 3.890
O 1.953 0.505 1.729
H 4.488 3.066 3.082
H 3.562 3.168 1.566
H 4.758 1.851 1.813
H 3.659 0.739 5.206
H 4.242 -0.332 3.924
H 2.602 -0.558 4.629
H 1.801 2.996 4.730
H 0.497 1.883 4.274
H 0.955 3.245 3.190
*
```

The calculation puts the frontier orbital gap at 4.1 eV.

Löwdin population analysis, charges in e, atoms 1 to 2:
1 Ti 0.76
2 C -0.09

***

2.
3 unconnected molecules or ions with the total composition C23H45BN2O4, computed with wB97M-V/def2-TZVPD.

ORCA input file:
```
! RIJCOSX wB97M-V def2-TZVPD def2/J DEFGRID3
* xyz 0 3
C 1.091 -0.672 2.494
C 0.439 -0.133 1.643
C -0.402 0.485 0.631
B -1.459 1.341 1.458
C -1.006 2.671 2.122
C -2.898 0.742 1.553
O -3.727 1.507 2.408
O -4.959 0.789 2.582
H 1.547 -0.974 3.403
H 0.204 1.145 0.008
H -0.889 -0.281 0.026
H 0.038 2.871 1.883
H -1.606 3.528 1.815
H -1.078 2.633 3.210
H -3.338 0.671 0.552
H -2.811 -0.280 1.943
H -4.840 0.409 3.462
C 0.852 6.176 -2.282
C 1.614 5.580 -1.086
C 2.944 6.306 -0.881
C 3.993 5.955 -1.936
C 4.187 4.441 -2.030
C 2.882 3.678 -2.269
N 1.857 4.114 -1.270
O 1.986 3.502 -0.148
C 2.392 3.890 -3.712
C 3.115 2.181 -2.103
C 0.726 5.765 0.135
H 1.468 6.335 -3.162
H 0.011 5.540 -2.560
H 0.454 7.152 -2.004
H 3.340 6.047 0.106
H 2.757 7.382 -0.873
H 3.714 6.368 -2.909
H 4.942 6.424 -1.671
H 4.884 4.197 -2.834
H 4.641 4.085 -1.100
H 1.364 3.544 -3.826
H 3.016 3.310 -4.391
H 2.448 4.921 -4.049
H 3.542 1.938 -1.133
H 3.809 1.844 -2.872
H 2.182 1.626 -2.214
H -0.192 5.185 0.029
H 0.458 6.816 0.243
H 1.220 5.452 1.052
C -3.592 -5.628 1.304
C -2.522 -6.211 0.366
C -1.584 -7.145 1.134
C -0.616 -6.407 2.058
C 0.164 -5.340 1.290
C -0.737 -4.364 0.531
N -1.724 -5.130 -0.293
O -1.218 -5.522 -1.407
C -1.433 -3.405 1.508
C 0.106 -3.497 -0.396
C -3.265 -6.992 -0.710
H -3.198 -5.265 2.249
H -4.128 -4.812 0.818
H -4.316 -6.404 1.550
H -1.006 -7.734 0.415
H -2.190 -7.852 1.706
H -1.152 -5.961 2.899
H 0.084 -7.123 2.493
H 0.799 -4.769 1.971
H 0.830 -5.835 0.577
H -2.234 -2.858 1.008
H -0.712 -2.674 1.875
H -1.847 -3.890 2.388
H 0.709 -4.092 -1.078
H 0.776 -2.884 0.207
H -0.526 -2.834 -0.990
H -3.892 -6.331 -1.310
H -3.906 -7.731 -0.229
H -2.586 -7.516 -1.377
*
```

The calculation puts the frontier orbital gap (alpha / beta) at 8.6 / 9.5 eV.

Löwdin population analysis, charges in e, atoms 1 to 2:
1 C 0.12
2 C -0.17